C6H7P | wB97M-V/def2-TZVPD

- Net charge: 0
- HOMO energy: -8.1 eV
- Energy relative to the best compared isomer or geometry (same formula, charge and spin): 111.37 kcal per mole
- Kohn-Sham gap: 7.65 eV
- Largest force on an atom: 6.71 eV Å⁻¹
- E_tot: -573.9835 hartree

```
14
Properties=species:S:1:pos:R:3:forces:R:3:lowdin_charge:R:1
C 0.031690 1.684222 0.047378 1.2 -2.8 -0.1 -0.38
C -0.951414 0.631897 0.033776 -1.8 0.1 -0.2 -0.44
C 1.649026 -0.447905 -0.061951 -4.8 -1.5 1.2 -0.42
C -2.237772 0.986589 -0.197022 2.6 -0.4 0.4 0.07
C 2.311115 -1.577095 -0.111302 3.0 -1.0 -0.9 -0.10
C -0.546851 -0.758152 0.321694 4.5 4.9 -1.1 0.05
P 1.659750 1.298229 0.037712 1.0 1.5 -0.2 0.91
H -0.432470 2.599109 -0.025532 -0.1 2.4 0.0 0.03
H -2.981013 0.298470 -0.180532 -2.1 -2.3 0.1 0.03
H -2.597794 1.935558 -0.415864 0.0 1.9 -0.3 0.04
H 3.474423 -1.618124 -0.304114 -2.2 0.4 0.5 0.09
H 1.908454 -2.615546 -0.095682 -0.1 1.1 0.1 0.06
H -0.532405 -0.970589 1.302627 0.1 -1.1 3.3 0.04
H -0.754738 -1.446665 -0.351184 -1.2 -3.3 -2.8 0.03
```
Positions in Å, forces in eV/Å.


C6H8 | wB97M-V/def2-TZVPD

- Net charge: 0
- HOMO energy: -9.0 eV
- Energy relative to the best compared isomer or geometry (same formula, charge and spin): 43.26 kcal per mole
- Kohn-Sham gap: 10.00 eV
- Largest force on an atom: 0.66 eV Å⁻¹
- E_tot: -233.3181 hartree

```
14
Properties=species:S:1:pos:R:3:forces:R:3:lowdin_charge:R:1
C 0.199743 -2.426772 1.952050 0.1 0.3 -0.3 0.12
C 0.201432 -1.525961 1.150079 0.2 -0.4 0.3 -0.11
C 0.040656 -0.523593 0.131319 0.1 -0.2 -0.3 -0.33
C 0.483951 0.910450 0.352550 -0.1 0.0 0.0 -0.21
C -0.056608 1.725206 -0.810416 -0.1 0.2 -0.1 -0.13
C -0.427943 -0.938760 -1.056333 0.1 -0.1 0.1 0.06
H 0.193442 -3.247076 2.635411 0.0 0.2 -0.1 0.03
H -1.106772 1.441520 -0.896713 0.0 0.4 -0.2 0.07
H 0.195937 1.339874 1.318346 -0.2 -0.3 -0.1 0.11
H 1.583411 0.876971 0.355703 -0.2 0.1 0.0 0.12
H -0.016159 2.804749 -0.702481 0.2 0.1 0.2 0.07
H 0.460554 1.439964 -1.732336 -0.2 0.2 0.1 0.08
H -0.398413 -1.982622 -1.319190 -0.5 -0.3 0.3 0.07
H -0.811220 -0.274833 -1.820076 0.5 -0.1 0.0 0.06
```
Positions in Å, forces in eV/Å.


C6H8 | wB97M-V/def2-TZVPD

- Net charge: 0
- HOMO energy: -8.3 eV
- Energy relative to the best compared isomer or geometry (same formula, charge and spin): 52.87 kcal per mole
- Kohn-Sham gap: 9.28 eV
- Largest force on an atom: 0.77 eV Å⁻¹
- E_tot: -233.3028 hartree

```
14
Properties=species:S:1:pos:R:3:forces:R:3:lowdin_charge:R:1
C -0.307335 -1.765446 0.513387 -0.1 -0.3 0.2 -0.05
C -0.910753 -0.502714 -0.151253 -0.1 0.1 -0.1 -0.23
C -0.721959 0.962138 0.268729 0.1 0.0 0.0 -0.14
C 0.657047 1.298361 -0.384967 0.0 0.1 -0.3 -0.17
C 1.376221 -0.036603 -0.360838 0.0 -0.1 -0.1 -0.06
C 0.447398 -0.987941 -0.467144 0.2 0.1 0.3 -0.20
H 0.107964 -1.702890 1.515420 -0.3 -0.1 0.0 0.11
H -0.794370 -2.704465 0.265416 0.0 0.1 0.0 0.09
H -1.762074 -0.727187 -0.794601 0.3 0.0 0.0 0.13
H -0.747619 1.101007 1.360975 0.3 0.0 -0.2 0.11
H -1.516946 1.598627 -0.137010 0.1 -0.2 0.1 0.10
H 1.184720 2.152572 0.053355 0.0 -0.3 0.0 0.10
H 2.445860 -0.159476 -0.224991 -0.1 -0.1 0.1 0.10
H 0.541845 1.474015 -1.456476 -0.4 0.7 0.0 0.11
```
Positions in Å, forces in eV/Å.


C6H8 | wB97M-V/def2-TZVPD

- Net charge: 0
- HOMO energy (spin up / spin down): -7.5 / -7.9 eV
- Energy relative to the best compared isomer or geometry (same formula, charge and spin): 65.00 kcal per mole
- Kohn-Sham gap (spin up / spin down): 8.03 / 7.84 eV
- Largest force on an atom: 0.91 eV Å⁻¹
- E_tot: -233.2834 hartree

```
14
Properties=species:S:1:pos:R:3:forces:R:3:lowdin_charge:R:1
C 0.777605 -0.125635 -0.094849 -0.4 0.2 0.0 -0.36
C 2.117439 -0.139599 0.071611 0.4 -0.2 0.2 0.05
C -0.017556 1.183399 -0.254641 0.2 0.0 0.0 -0.17
C -1.553564 -0.638041 -0.211549 0.1 -0.1 0.5 -0.20
C -0.148263 -1.173099 0.012933 -0.5 0.8 0.1 -0.01
C -1.301435 0.743182 0.362547 0.0 -0.6 -0.6 -0.05
H 2.628234 -0.975315 0.518548 0.1 -0.3 -0.2 0.05
H 2.717977 0.718087 -0.172291 0.1 0.3 0.1 0.05
H 0.471863 2.008420 0.259549 0.0 0.0 -0.1 0.11
H -0.133190 1.440072 -1.310953 -0.1 0.1 -0.1 0.12
H -1.813277 -0.589917 -1.274357 0.0 0.0 0.0 0.11
H -2.310564 -1.222154 0.313202 0.0 0.1 -0.1 0.10
H 0.059412 -2.163321 0.375093 0.2 -0.3 -0.1 0.10
H -1.494677 0.933920 1.405160 -0.1 0.1 0.1 0.09
```
Positions in Å, forces in eV/Å.


C6H8 | wB97M-V/def2-TZVPD

- Net charge: 0
- HOMO energy: -8.1 eV
- Energy relative to the best compared isomer or geometry (same formula, charge and spin): 13.89 kcal per mole
- Kohn-Sham gap: 9.18 eV
- Largest force on an atom: 2.71 eV Å⁻¹
- E_tot: -233.3649 hartree

```
14
Properties=species:S:1:pos:R:3:forces:R:3:lowdin_charge:R:1
C 0.916568 -1.092634 0.169548 -0.5 2.0 1.2 -0.18
C 1.455123 0.349622 -0.173604 -1.0 0.2 -0.6 -0.16
C 0.309108 1.357075 0.047739 0.5 0.8 0.1 -0.12
C -0.994343 1.054499 0.114992 -0.7 2.4 -1.1 -0.15
C -1.470344 -0.293991 -0.064637 0.0 -2.6 -0.4 -0.12
C -0.548029 -1.308977 -0.090995 -1.1 2.2 -0.1 -0.10
H 0.955936 -1.183492 1.264820 0.4 -0.1 0.1 0.12
H 1.448325 -1.915929 -0.215899 1.0 -0.7 -0.7 0.08
H 1.827961 0.443737 -1.231122 -0.6 -0.2 0.7 0.11
H 2.312517 0.719488 0.405600 -0.2 -0.7 0.2 0.10
H 0.556016 2.443485 0.133503 0.1 -1.1 -0.3 0.10
H -1.719825 1.961463 0.006900 1.2 -1.9 0.7 0.13
H -2.569090 -0.532318 -0.201086 1.5 0.4 0.2 0.11
H -0.820334 -2.330002 -0.180984 -0.5 -0.7 -0.2 0.08
```
Positions in Å, forces in eV/Å.


C6H8 | wB97M-V/def2-TZVPD

- Net charge: 0
- HOMO energy: -8.3 eV
- Energy relative to the best compared isomer or geometry (same formula, charge and spin): 1.70 kcal per mole
- Kohn-Sham gap: 9.40 eV
- Largest force on an atom: 0.23 eV Å⁻¹
- E_tot: -233.3843 hartree

```
14
Properties=species:S:1:pos:R:3:forces:R:3:lowdin_charge:R:1
C -1.244158 0.388368 -0.106427 0.0 0.1 0.0 -0.20
C -0.030288 1.115114 -0.710435 0.0 -0.1 0.0 -0.20
C 1.268958 0.653275 -0.102610 0.0 0.0 0.1 -0.11
C 1.358672 -0.483048 0.594899 0.0 0.1 -0.1 -0.11
C 0.240536 -1.439539 0.599434 -0.1 0.0 -0.1 -0.11
C -0.968731 -1.070234 0.168162 0.1 0.0 0.1 -0.11
H -1.481346 0.861468 0.858650 0.0 -0.1 -0.1 0.12
H -2.128529 0.520669 -0.739234 0.2 0.0 0.1 0.10
H -0.007104 1.020089 -1.807096 0.1 -0.1 0.2 0.11
H -0.124199 2.185569 -0.502722 -0.1 0.0 -0.1 0.11
H 2.149003 1.270626 -0.269871 -0.1 0.0 0.2 0.10
H 2.288112 -0.757327 1.087340 -0.1 0.0 -0.2 0.10
H 0.448617 -2.468631 0.881105 -0.1 0.1 -0.1 0.10
H -1.769545 -1.796396 0.048801 0.1 0.1 0.2 0.10
```
Positions in Å, forces in eV/Å.


C6H8 | wB97M-V/def2-TZVPD

- Net charge: 0
- HOMO energy: -8.3 eV
- Energy relative to the best compared isomer or geometry (same formula, charge and spin): 26.35 kcal per mole
- Kohn-Sham gap: 9.32 eV
- Largest force on an atom: 3.25 eV Å⁻¹
- E_tot: -233.3450 hartree

```
14
Properties=species:S:1:pos:R:3:forces:R:3:lowdin_charge:R:1
C -0.350084 -0.030250 -2.075910 2.0 -1.4 -1.8 0.02
C 0.067865 -0.110840 -0.814951 -1.3 -0.2 0.0 -0.37
C -0.377977 0.985767 0.123973 -1.7 -1.9 0.8 -0.16
C -0.222175 0.328505 1.537554 -2.7 -1.2 -1.4 -0.18
C 0.674373 -0.857735 1.314838 1.3 -0.2 -1.8 -0.08
C 0.855099 -1.083430 -0.042636 0.6 -0.6 0.7 -0.05
H 0.088007 -0.595685 -2.951788 -0.6 0.1 1.4 0.07
H -0.898564 0.809838 -2.425252 -0.7 0.6 0.1 0.04
H -1.443272 1.314546 -0.038145 1.3 -0.1 -0.1 0.13
H 0.326296 1.668953 -0.239187 1.0 2.1 0.8 0.10
H -1.279727 -0.191905 1.728432 1.9 1.4 0.1 0.15
H -0.014293 1.009410 2.331195 0.3 0.2 0.7 0.09
H 1.099958 -1.398606 2.189441 -0.3 0.2 -1.1 0.11
H 1.474495 -1.848567 -0.637563 -1.0 1.0 1.6 0.13
```
Positions in Å, forces in eV/Å.


C6H8 | wB97M-V/def2-TZVPD

- Net charge: 0
- HOMO energy: -9.3 eV
- Energy relative to the best compared isomer or geometry (same formula, charge and spin): 41.39 kcal per mole
- Kohn-Sham gap: 10.41 eV
- Largest force on an atom: 1.51 eV Å⁻¹
- E_tot: -233.3210 hartree

```
14
Properties=species:S:1:pos:R:3:forces:R:3:lowdin_charge:R:1
C 0.913804 1.323428 0.046152 -0.9 1.1 0.5 -0.09
C 0.927175 -0.091344 -0.416560 0.2 -0.7 -0.6 -0.34
C 0.745824 -1.201493 0.567060 -0.6 -0.1 -0.7 -0.06
C -0.354074 -0.902584 -0.465758 0.1 -0.2 -0.1 -0.26
C -1.620050 -0.300394 -0.138282 0.1 0.2 0.5 -0.13
C -2.651436 0.253877 0.127661 0.0 0.0 -0.2 0.11
H 0.480082 1.994888 -0.757176 0.5 -0.6 1.0 0.10
H 0.285578 1.437796 0.990046 0.7 -0.1 -1.3 0.10
H 1.936112 1.642821 0.294520 -0.3 0.1 -0.1 0.07
H 1.584336 -0.302009 -1.262630 -0.1 0.1 0.2 0.13
H 0.524268 -0.868140 1.555884 -0.1 0.0 0.6 0.10
H 1.267186 -2.151259 0.481098 0.0 0.3 0.0 0.10
H -0.465687 -1.602912 -1.293056 0.3 0.1 0.2 0.13
H -3.573118 0.767325 0.271044 0.1 -0.1 0.1 0.02
```
Positions in Å, forces in eV/Å.


largest force on an atom of number 7 (C6H8)?
3.25 eV Å⁻¹


Look up the energy relative to the best compared isomer or geometry (same formula, charge and spin) of the seventh one.
26.35 kcal per mole